{"formula": "C3H4BrClN2O", "method": "the ωB97M-V functional and the def2-TZVPD basis", "species": ["Br", "Cl", "O", "N", "N", "C", "C", "C", "H", "H", "H", "H"], "positions_angstrom": [[0.90912, 1.93734, -1.75563], [1.90780, -2.12816, 1.05624], [0.49025, 0.32569, 2.45007], [-0.41471, 0.69984, -1.00073], [0.68595, -1.00486, 0.63694], [0.18453, -0.04248, 1.31313], [-0.19813, -0.62977, -1.35451], [-0.71541, 0.77171, 0.41002], [-1.65813, 0.32199, 0.72483], [0.38275, -0.75445, -2.20413], [-0.97712, -1.27797, -1.11933], [-0.59692, 1.78112, 0.84310]], "atomic_forces_ev_per_a": [[-1.1, -1.1, 1.0], [-0.8, 0.9, 0.2], [-1.0, 0.2, 0.0], [0.7, -1.8, -0.9], [0.4, -2.8, -4.0], [2.7, 0.9, 1.4], [0.4, 3.6, 3.0], [-0.2, 1.7, 1.7], [-0.7, 0.5, -1.0], [1.3, -0.7, -1.2], [-1.1, -1.1, 0.4], [-0.6, -0.3, -0.7]], "e_above_lowest_kcal_mol": 104.21, "e_lumo_ev": -1.425, "total_charge": 0, "homo_lumo_gap_ev": 7.503, "e_homo_ev": -8.93, "molar_mass_g_mol": 199.44}